Record 1
{"formula": "C4H11N3O", "method": "ωB97M-V/def2-TZVPD", "symbols": ["C", "C", "C", "N", "N", "C", "N", "O", "H", "H", "H", "H", "H", "H", "H", "H", "H", "H", "H"], "xyz": [[-0.23, 0.67, 0.21], [-1.08, 0.50, -1.07], [-0.29, 1.02, -2.25], [-0.42, 2.45, -2.58], [0.73, -0.41, 0.46], [0.66, -1.32, 1.49], [-0.15, -1.04, 2.57], [1.27, -2.37, 1.45], [0.28, 1.63, 0.19], [-0.87, 0.82, 1.09], [-1.97, 1.11, -0.95], [-1.39, -0.52, -1.30], [0.78, 0.76, -2.27], [-0.67, 0.61, -3.20], [-0.99, 2.70, -3.37], [-0.73, 2.97, -1.77], [1.06, -0.83, -0.39], [-1.01, -0.52, 2.62], [-0.17, -1.78, 3.25]], "lowdin_charge": [-0.197, -0.176, -0.309, -0.021, 0.070, -0.627, 0.147, 0.036, 0.110, 0.103, 0.109, 0.113, 0.110, 0.112, 0.057, 0.055, 0.125, 0.083, 0.101], "smiles": "NCCCNC(N)=O", "de_lowest_ev": 0.810, "e_tot_ev": -10844.4010, "multiplicity": 1, "lumo_ev": 0.785, "homo_lumo_gap_ev": 10.12, "largest_force_ha_per_bohr": 0.0631}

Record 2
{"formula": "C13H34ClNO5PS4", "method": "ωB97M-V/def2-TZVPD", "symbols": ["C", "P", "O", "C", "C", "N", "C", "Cl", "C", "H", "H", "H", "H", "H", "H", "H", "H", "H", "H", "C", "S", "O", "C", "H", "H", "H", "H", "H", "H", "C", "S", "O", "C", "H", "H", "H", "H", "H", "H", "C", "S", "O", "C", "H", "H", "H", "H", "H", "H", "C", "S", "O", "C", "H", "H", "H", "H", "H", "H"], "xyz": [[2.88, 4.40, -0.17], [1.69, 2.98, 0.17], [1.91, 1.89, -1.12], [0.01, 3.82, 0.02], [-0.26, 4.70, -1.24], [-1.54, 4.88, -1.27], [-2.31, 4.18, -0.19], [-3.84, 3.73, -1.04], [-1.30, 2.96, 0.02], [3.93, 4.06, -0.22], [2.58, 4.84, -1.16], [2.71, 5.20, 0.58], [2.60, 1.29, -0.82], [-0.08, 4.51, 0.88], [0.49, 5.09, -1.95], [-1.91, 5.47, -2.02], [-2.38, 4.83, 0.71], [-1.57, 2.41, 0.95], [-1.40, 2.19, -0.78], [-3.77, -1.90, -1.57], [-3.12, -0.31, -2.11], [-2.79, 0.48, -0.88], [-4.67, 0.33, -2.75], [-2.97, -2.46, -1.10], [-4.58, -1.74, -0.86], [-4.14, -2.45, -2.44], [-5.42, 0.34, -1.96], [-5.01, -0.30, -3.57], [-4.51, 1.34, -3.11], [-1.72, -5.89, -1.32], [-0.89, -5.07, -2.69], [-1.73, -3.89, -3.08], [-1.19, -6.37, -3.90], [-1.69, -5.23, -0.46], [-2.76, -6.09, -1.59], [-1.21, -6.81, -1.08], [-2.26, -6.54, -4.00], [-0.69, -7.28, -3.58], [-0.78, -6.05, -4.86], [4.93, 7.87, 2.28], [5.36, 6.15, 2.59], [4.17, 5.32, 2.23], [5.39, 6.29, 4.39], [4.82, 8.01, 1.20], [3.99, 8.12, 2.78], [5.72, 8.52, 2.65], [4.42, 6.63, 4.75], [6.17, 6.99, 4.69], [5.60, 5.30, 4.80], [-0.78, -8.44, 2.52], [-0.16, -6.75, 2.47], [-0.54, -6.18, 1.15], [1.58, -7.20, 2.38], [-1.87, -8.40, 2.54], [-0.46, -8.99, 1.64], [-0.42, -8.93, 3.43], [1.76, -7.82, 1.50], [1.87, -7.73, 3.29], [2.17, -6.28, 2.30]], "lowdin_charge": [-0.278, 0.913, -0.327, -0.400, 0.059, 0.037, -0.560, 0.668, -0.157, 0.047, 0.028, 0.019, 0.034, 0.134, 0.156, 0.166, 0.139, 0.137, 0.093, -0.266, 0.838, -0.594, -0.274, 0.041, 0.061, 0.057, 0.059, 0.058, 0.030, -0.289, 0.823, -0.577, -0.271, 0.025, 0.063, 0.042, 0.057, 0.052, 0.048, -0.268, 0.831, -0.583, -0.265, 0.049, 0.058, 0.057, 0.059, 0.057, 0.053, -0.266, 0.840, -0.575, -0.267, 0.051, 0.059, 0.055, 0.059, 0.055, 0.050], "e_tot_ev": -90902.1140, "multiplicity": 1, "total_charge": 1, "lumo_ev": -3.926, "homo_lumo_gap_ev": 6.22, "largest_force_ha_per_bohr": 0.0537}

Record 3
{"formula": "C19H19ClN2OPdSTe", "method": "ωB97M-V/def2-TZVPD", "symbols": ["Pd", "C", "C", "O", "N", "C", "C", "C", "C", "C", "C", "N", "H", "H", "H", "H", "H", "H", "H", "H", "H", "H", "Cl", "C", "C", "C", "C", "C", "C", "C", "H", "H", "H", "H", "H", "H", "Te", "C", "C", "C", "C", "S", "H", "H", "H"], "xyz": [[0.52, -0.01, -0.84], [4.68, 1.60, -1.92], [3.33, 1.56, -1.27], [2.58, 0.61, -1.47], [3.00, 2.60, -0.48], [1.74, 2.68, 0.25], [0.58, 3.05, -0.65], [0.23, 4.37, -0.88], [-0.83, 4.66, -1.73], [-1.50, 3.61, -2.32], [-1.10, 2.32, -2.04], [-0.09, 2.04, -1.22], [4.54, 1.59, -3.00], [5.22, 0.70, -1.65], [5.26, 2.48, -1.64], [3.66, 3.35, -0.38], [1.86, 3.44, 1.03], [1.52, 1.73, 0.73], [0.78, 5.16, -0.39], [-1.12, 5.68, -1.91], [-2.33, 3.78, -2.99], [-1.61, 1.46, -2.47], [-1.14, 1.69, 1.87], [-1.48, 0.00, 2.20], [-1.69, -0.35, 3.52], [-2.02, -1.66, 3.83], [-2.17, -2.58, 2.81], [-1.96, -2.20, 1.49], [-1.57, -0.91, 1.14], [-1.35, -0.55, -0.29], [-1.60, 0.40, 4.29], [-2.18, -1.94, 4.86], [-2.45, -3.60, 3.03], [-2.10, -2.93, 0.70], [-1.94, 0.34, -0.53], [-1.68, -1.37, -0.92], [1.59, -2.32, -0.58], [0.13, -3.80, -0.40], [-0.03, -4.68, 0.64], [-1.10, -5.59, 0.44], [-1.75, -5.39, -0.75], [-1.02, -4.12, -1.63], [0.58, -4.64, 1.52], [-1.39, -6.35, 1.15], [-2.59, -5.93, -1.14]], "lowdin_charge": [0.451, 0.022, -0.503, -0.119, 0.089, -0.136, -0.284, -0.014, -0.049, -0.041, -0.110, -0.002, 0.095, 0.097, 0.077, 0.139, 0.130, 0.087, 0.117, 0.112, 0.110, 0.116, 0.708, -0.587, -0.124, -0.093, -0.076, -0.052, -0.313, -0.270, 0.097, 0.100, 0.104, 0.080, 0.028, 0.019, 0.824, -1.064, -0.279, -0.211, -0.434, 0.908, 0.097, 0.097, 0.058], "de_lowest_ev": 0.000, "e_tot_ev": -59170.4074, "multiplicity": 1, "lumo_ev": 0.057, "homo_lumo_gap_ev": 6.60, "largest_force_ha_per_bohr": 0.0019}

Record 4
{"formula": "C16H35NO16P4S", "method": "ωB97M-V/def2-TZVPD", "symbols": ["N", "C", "O", "C", "C", "C", "C", "P", "S", "C", "O", "O", "C", "O", "H", "H", "H", "H", "H", "H", "H", "H", "C", "O", "P", "O", "O", "C", "O", "C", "H", "H", "H", "H", "H", "H", "H", "H", "H", "C", "O", "P", "O", "O", "C", "O", "C", "H", "H", "H", "H", "H", "H", "H", "H", "H", "C", "O", "P", "O", "O", "C", "O", "C", "H", "H", "H", "H", "H", "H", "H", "H", "H"], "xyz": [[5.48, -1.67, 1.87], [5.05, -2.35, 0.61], [5.08, -3.61, 0.48], [4.56, -1.38, -0.57], [3.06, -1.68, -1.06], [2.01, -1.91, 0.11], [1.51, -3.15, 0.64], [1.98, -4.90, 0.12], [0.44, -5.96, -0.48], [0.47, -2.64, 1.74], [-0.47, -3.34, 2.14], [0.84, -1.30, 2.05], [1.32, -0.67, 0.86], [1.21, 0.52, 0.53], [6.51, -1.80, 1.88], [5.05, -2.23, 2.62], [4.69, -0.27, -0.32], [5.25, -1.57, -1.48], [2.71, -0.75, -1.65], [3.11, -2.59, -1.76], [2.58, -5.58, 1.26], [3.00, -4.77, -0.87], [-0.17, -1.29, -6.87], [-0.68, -0.27, -6.02], [-0.40, -0.38, -4.45], [0.76, -1.22, -4.05], [-1.81, -0.83, -3.83], [-2.36, -2.06, -4.28], [-0.30, 1.15, -4.00], [0.03, 1.40, -2.64], [-0.93, -1.53, -7.62], [0.73, -0.93, -7.37], [0.07, -2.21, -6.32], [-1.58, -2.80, -4.46], [-2.93, -1.89, -5.19], [-3.03, -2.44, -3.50], [1.09, 1.18, -2.48], [-0.58, 0.79, -1.98], [-0.15, 2.45, -2.43], [1.25, 7.77, -0.36], [0.71, 6.61, -0.99], [0.67, 6.57, -2.59], [1.61, 7.47, -3.29], [-0.88, 6.81, -2.94], [-1.48, 8.02, -2.51], [0.86, 5.01, -2.90], [0.95, 4.64, -4.27], [0.63, 8.01, 0.51], [2.26, 7.55, -0.02], [1.26, 8.63, -1.02], [-0.77, 8.85, -2.55], [-1.84, 7.89, -1.48], [-2.32, 8.24, -3.16], [1.92, 4.94, -4.67], [0.15, 5.11, -4.85], [0.85, 3.56, -4.34], [-3.27, -3.86, 4.18], [-3.40, -4.19, 5.56], [-3.89, -3.06, 6.57], [-4.64, -1.93, 5.97], [-2.55, -2.64, 7.36], [-1.47, -2.13, 6.60], [-4.69, -3.90, 7.67], [-5.33, -3.15, 8.70], [-2.37, -4.33, 3.79], [-4.14, -4.26, 3.64], [-3.20, -2.79, 4.02], [-1.83, -1.53, 5.76], [-0.87, -2.96, 6.23], [-0.86, -1.50, 7.24], [-6.22, -2.66, 8.29], [-4.66, -2.41, 9.13], [-5.64, -3.84, 9.49]], "lowdin_charge": [0.069, -0.384, 0.001, -0.105, -0.123, -0.059, -0.196, 0.359, 0.080, -0.331, 0.109, 0.072, -0.277, 0.136, 0.092, 0.083, 0.125, 0.133, 0.122, 0.119, 0.000, -0.017, -0.108, -0.208, 0.400, -0.243, -0.216, -0.100, -0.214, -0.102, 0.091, 0.092, 0.079, 0.087, 0.092, 0.093, 0.083, 0.089, 0.086, -0.109, -0.210, 0.396, -0.235, -0.218, -0.104, -0.215, -0.094, 0.091, 0.092, 0.079, 0.086, 0.092, 0.092, 0.093, 0.094, 0.073, -0.105, -0.209, 0.395, -0.237, -0.220, -0.105, -0.209, -0.108, 0.078, 0.094, 0.079, 0.087, 0.091, 0.090, 0.090, 0.088, 0.089], "smiles": "NC(=O)CCC1=C([PH2]=S)C(=O)OC1=O.COP(=O)(OC)OC.COP(=O)(OC)OC.COP(=O)(OC)OC", "e_tot_ev": -99404.5892, "multiplicity": 1, "lumo_ev": -1.498, "homo_lumo_gap_ev": 7.41, "largest_force_ha_per_bohr": 0.0983}

Record 5
{"formula": "C13H31NNbO", "method": "ωB97M-V/def2-TZVPD", "symbols": ["C", "C", "C", "C", "C", "C", "C", "C", "Nb", "C", "C", "C", "O", "H", "H", "H", "H", "H", "H", "H", "H", "H", "H", "H", "H", "H", "H", "H", "H", "H", "H", "H", "H", "H", "H", "H", "H", "H", "H", "H", "H", "C", "C", "N", "H", "H", "H"], "xyz": [[-4.42, 1.10, 1.55], [-4.10, -0.29, 0.82], [-2.50, -0.48, 0.85], [-1.95, -1.13, -0.53], [-1.55, -2.65, -0.36], [-0.05, -2.91, 0.10], [0.38, -2.19, 1.45], [0.80, -0.65, 1.27], [2.88, -0.11, 2.02], [2.86, 1.76, 0.72], [1.41, 2.38, 0.43], [0.94, 2.09, -1.08], [-0.47, 2.42, -1.28], [-3.80, 1.94, 1.12], [-4.20, 1.04, 2.66], [-5.52, 1.36, 1.43], [-4.52, -0.33, -0.22], [-4.53, -1.11, 1.49], [-2.23, -1.13, 1.73], [-2.05, 0.55, 1.03], [-2.81, -1.04, -1.28], [-1.13, -0.46, -0.91], [-2.30, -3.20, 0.31], [-1.65, -3.13, -1.39], [0.03, -4.03, 0.31], [0.69, -2.72, -0.74], [1.27, -2.76, 1.88], [-0.42, -2.21, 2.26], [0.73, -0.42, 0.17], [0.07, 0.03, 1.82], [3.67, -1.04, 0.66], [4.52, 0.35, 2.64], [2.17, 0.83, 3.42], [2.95, -1.60, 3.07], [3.31, 1.48, -0.28], [3.48, 2.57, 1.21], [0.62, 2.13, 1.19], [1.53, 3.51, 0.47], [1.16, 1.04, -1.41], [1.50, 2.83, -1.73], [-1.00, 1.98, -0.59], [2.00, 0.90, -4.66], [3.11, 0.33, -3.84], [3.97, -0.11, -3.21], [1.61, 0.13, -5.34], [1.19, 1.24, -4.01], [2.36, 1.74, -5.25]], "lowdin_charge": [-0.142, -0.245, -0.212, -0.197, -0.219, -0.225, -0.316, -0.443, 1.095, -0.451, -0.300, -0.280, -0.125, 0.065, 0.072, 0.064, 0.092, 0.099, 0.097, 0.083, 0.095, 0.082, 0.111, 0.098, 0.099, 0.114, 0.043, 0.091, 0.017, 0.018, -0.166, -0.208, -0.177, -0.194, 0.016, 0.020, 0.072, 0.097, 0.091, 0.118, 0.052, -0.070, -0.272, 0.130, 0.074, 0.065, 0.075], "e_tot_ev": -19063.6527, "multiplicity": 1, "total_charge": -1, "lumo_ev": 2.671, "homo_lumo_gap_ev": 7.08, "largest_force_ha_per_bohr": 0.0460}